--- 1 ---
Entry from OMol25: a 2-piece molecular cluster, C2H3NO2 overall (wB97M-V/def2-TZVPD).

LUMO   -0.003 Eh
Net charge   0
Structure (SMILES)   O=NO.C#C

Each line ends with the Löwdin charge.
Cartesian coordinates (Å):
C 1.22 -0.21 -1.32  0.026
C 1.77 -0.91 -2.11  0.029
N -0.91 0.09 1.39  -0.138
O -1.19 -0.38 2.47  -0.003
O -1.56 1.20 1.10  -0.024
H 0.75 0.22 -0.55  -0.057
H 2.18 -1.41 -2.87  -0.026
H -2.26 1.40 1.90  0.193

--- 2 ---
Entry from OMol25: one molecule with the formula C2H3NO2 (wB97M-V/def2-TZVPD).

LUMO   0.027 Eh
Net charge   0
Structure (SMILES)   CN1OC1=O

Each line ends with the Löwdin charge.
Cartesian coordinates (Å):
C -0.28 -2.34 1.41  -0.426
C 0.14 -0.13 0.00  -0.162
N 0.79 -1.30 0.47  0.006
O -0.67 -2.38 2.50  0.226
O -0.12 -2.56 0.20  0.101
H 0.70 0.69 0.47  0.093
H 0.22 -0.04 -1.09  0.079
H -0.91 -0.03 0.29  0.083

--- 3 ---
Entry from OMol25: a 2-piece molecular cluster, C2H3NO2 overall (wB97M-V/def2-TZVPD).

LUMO   0.037 Eh
Net charge   0

Each line ends with the Löwdin charge.
Cartesian coordinates (Å):
C 0.12 -0.34 0.14  -0.427
C 0.17 1.42 3.26  -0.002
N 0.71 0.16 -0.82  0.118
O 0.21 1.25 4.36  0.057
O -0.84 0.28 0.77  -0.030
H 0.02 -1.36 0.37  0.113
H -1.02 1.24 0.51  0.151
H 1.36 -0.32 -1.36  0.020

Least stable = 1

--- 1 ---
Entry from OMol25: a 2-piece molecular cluster, C2H3NO2 overall (wB97M-V/def2-TZVPD).

LUMO (spin up / spin down)   -0.025 / -0.016 Eh
Net charge   0

Each line ends with the Löwdin charge.
Cartesian coordinates (Å):
C 1.90 -0.17 0.08  -0.064
C -2.16 0.08 -0.18  0.035
N 0.64 -0.11 0.20  -0.198
O -2.26 -1.07 -0.06  0.134
O -0.17 0.80 -0.13  -0.156
H 2.42 -1.04 0.54  0.068
H 2.49 0.58 -0.42  0.052
H -2.86 0.92 -0.04  0.129

--- 2 ---
Entry from OMol25: C2H3NO2 as an isolated structure (wB97M-V/def2-TZVPD).

LUMO   0.001 Eh
Net charge   0

Each line ends with the Löwdin charge.
Cartesian coordinates (Å):
C 1.25 -0.22 0.11  -0.298
C -1.30 -0.11 -0.10  -0.152
H 2.01 0.72 0.81  0.202
H 0.13 1.34 -0.32  0.059
H -2.01 0.59 -0.36  0.093
N 0.06 0.44 -0.07  0.064
O 1.52 -1.41 -0.18  0.033
O -1.66 -1.34 0.12  0.000

--- 3 ---
Entry from OMol25: one molecule with the formula C2H3NO2 (wB97M-V/def2-TZVPD).

LUMO   -0.035 Eh
Net charge   0
Structure (SMILES)   CC(=O)N=O

Each line ends with the Löwdin charge.
Cartesian coordinates (Å):
C 1.54 -0.43 0.37  -0.567
C 0.20 -0.15 -0.11  -0.017
N 2.46 0.48 -0.17  0.054
O 1.85 -1.13 1.28  0.147
O 3.07 0.19 -1.20  0.057
H 0.29 -0.26 -1.23  0.103
H -0.61 -0.82 0.28  0.116
H -0.12 0.92 0.01  0.107

Least stable = 1

--- 1 ---
Entry from OMol25: one molecule with the formula C2H3NO2 (wB97M-V/def2-TZVPD).

LUMO   0.027 Eh
Net charge   0
Structure (SMILES)   C1[C@H]2OON12

Each line ends with the Löwdin charge.
Cartesian coordinates (Å):
C 0.19 0.36 -0.34  -0.037
C -0.03 -1.04 0.06  -0.351
N 1.26 -0.67 -0.41  0.001
O -0.23 -1.99 -0.90  0.023
O 1.04 -1.51 -1.55  -0.002
H -0.38 0.95 -1.06  0.128
H 0.41 0.87 0.54  0.087
H -0.04 -1.37 1.09  0.150

--- 2 ---
Entry from OMol25: one molecule with the formula C2H3NO2 (wB97M-V/def2-TZVPD).

LUMO   0.026 Eh
Net charge   0
Structure (SMILES)   O=C1N[C@H]1O

Each line ends with the Löwdin charge.
Cartesian coordinates (Å):
C -1.16 0.01 -0.09  -0.316
C 0.31 -0.22 -0.39  -0.340
N -0.16 1.00 0.25  0.115
O -2.36 -0.13 -0.14  0.091
O 1.19 -1.10 0.16  0.012
H 0.74 -0.16 -1.47  0.170
H 0.25 1.95 0.59  0.168
H 1.19 -1.35 1.08  0.100

Least stable = 1